Record 1
The following is a DFT calculation (ωB97M-V/def2-TZVPD) of a cluster of 2 separate species, CH3Cl2NO2S in total at a distorted geometry.

Last column: Mulliken charge in e.
Geometry (Å):
Cl: 0.245 2.561 -0.294  -0.501
Cl: -2.548 0.395 0.534  0.101
S: 0.000 -0.907 -0.261  1.190
O: 0.444 -1.956 0.619  -0.572
O: -0.894 -1.115 -1.335  -0.565
N: 1.279 -0.096 -0.869  -0.516
C: -0.982 0.167 0.888  -0.071
H: 2.170 -0.062 -0.255  0.321
H: -0.775 0.003 2.027  0.318
H: 1.060 1.011 -1.054  0.295

## Properties
Gap between HOMO and LUMO (spin up / spin down) ... 6.52 / 6.65 eV
E_LUMO (spin up / spin down) ... -0.1324 / -0.1297 hartree

Record 2
The following is a DFT calculation (ωB97M-V/def2-TZVPD) of a cluster of 2 separate species, CH3Cl2NOS in total at a distorted geometry.

Last column: Mulliken charge in e.
Geometry (Å):
Cl: -2.598 -0.939 1.143  -0.170
Cl: 1.690 -0.658 -1.736  0.138
S: 0.421 -0.670 1.293  0.317
O: 0.648 -1.548 0.161  -0.380
N: 1.450 0.908 -1.493  -0.353
C: -1.209 0.106 0.866  -0.482
H: 2.329 1.391 -1.570  0.246
H: -1.335 0.896 1.456  0.394
H: -1.397 0.514 -0.119  0.289

## Properties
Gap between HOMO and LUMO (spin up / spin down) ... 8.11 / 8.38 eV
E_LUMO (spin up / spin down) ... -0.0324 / -0.0442 hartree

Record 3
The following is a DFT calculation (ωB97M-V/def2-TZVPD) of a cluster of 2 separate species, CH3Cl2OP in total at a distorted geometry.

Last column: Mulliken charge in e.
Geometry (Å):
Cl: 1.771 1.782 0.079  -0.177
Cl: 2.113 -1.289 -0.251  -0.187
P: 1.012 0.062 0.767  0.308
O: -1.368 -0.995 -0.146  -0.422
C: -0.530 0.064 -0.270  -0.424
H: -1.158 1.320 0.356  0.219
H: -1.443 -1.267 0.780  0.317
H: -0.397 0.324 -1.316  0.367

## Properties
Gap between HOMO and LUMO ... 10.08 eV
E_LUMO ... 0.0154 hartree